# CHFN2O3

A structure of composition CHFN2O3 (ωB97M-V/def2-TZVPD, the OMol25 dataset).

XYZ file:
```
8
Properties=species:S:1:pos:R:3:forces:R:3
C -0.22024 -1.87336 0.47059 -0.7 1.6 0.6
N 3.43688 -1.00645 -0.07565 -0.4 1.2 -0.4
N 2.68135 1.16988 -1.32413 0.0 3.0 -0.9
O 3.32498 0.14455 0.05340 0.7 -1.1 1.3
O 2.88588 2.30997 -1.14751 -0.4 -3.2 0.0
O -0.05350 -1.84532 1.64498 0.3 -0.1 -1.8
F 0.11068 -0.80546 -0.37844 0.0 -1.2 1.1
H -0.82143 -2.56379 -0.12703 0.4 -0.3 0.0
```
Positions in Å, forces in eV/Å.

Results
* HOMO energy (alpha / beta): -7.703 / -7.629 eV
* 2S+1: 1
* electronic energy: -473.58247 hartree
* maximum force: 3.2 eV Å⁻¹
* ΔE to the lowest compared entry with this formula, charge and spin: 300.8 kJ/mol
* Kohn-Sham gap (alpha / beta): 7.1 / 6.9 eV

***

# C3H5BrSi

A cluster of 2 separate species, C3H5BrSi in total (ωB97M-V/def2-TZVPD, the OMol25 dataset).

XYZ file:
```
10
Properties=species:S:1:pos:R:3:forces:R:3
C -0.93775 0.52023 -0.02655 0.0 0.0 0.1
C 0.16979 0.05330 -0.02330 0.6 -0.3 0.0
C -4.00290 1.28328 -0.11349 0.2 0.5 -0.1
Si 1.85498 -0.71117 -0.04727 -0.8 0.4 0.0
Br -4.91355 -0.28806 0.00958 -0.2 -0.1 0.2
H -4.15936 1.83984 0.83629 -0.3 -0.4 0.0
H -1.91920 0.93686 -0.05252 0.0 0.1 -0.2
H 1.94128 -1.61759 1.09832 0.1 -0.2 0.1
H 2.85205 0.35673 0.05638 0.2 0.1 0.0
H 1.99429 -1.43451 -1.31463 0.1 -0.1 -0.1
```
Positions in Å, forces in eV/Å.

Results
* HOMO energy: -9.374 eV
* 2S+1: 1
* electronic energy: -2980.58842 hartree
* maximum force: 0.9 eV Å⁻¹
* ΔE to the lowest compared entry with this formula, charge and spin: 521.1 kJ/mol
* Kohn-Sham gap: 7.9 eV

***

# CH5N3O3S

A cluster of 2 separate species, CH5N3O3S in total (ωB97M-V/def2-TZVPD, the OMol25 dataset).

XYZ file:
```
13
Properties=species:S:1:pos:R:3:forces:R:3
N -0.41700 0.07888 -1.23984 -0.5 0.0 0.5
S -1.38144 0.06871 -0.07594 0.0 0.3 -0.3
O -2.78994 0.23720 -0.23042 0.0 -0.2 0.2
O -0.90517 1.19345 0.98875 0.4 -0.2 -0.7
O -1.06702 -1.22548 0.72063 -0.5 0.2 -0.1
H -0.72361 0.71196 -1.95392 -0.2 0.4 -0.4
H -1.58944 1.31670 1.64893 -0.4 0.0 0.3
H -0.09106 -1.41176 0.59779 0.3 -0.2 0.1
N 1.52588 -1.37448 0.12654 -0.4 -1.2 0.5
C 1.76877 -0.19304 -0.05378 1.1 0.1 0.5
N 2.22565 0.90085 0.11849 0.4 0.5 -0.1
H 1.63906 -2.08763 -0.56808 0.1 0.1 -0.5
H 1.80532 1.78464 -0.07914 -0.3 0.1 -0.3
```
Positions in Å, forces in eV/Å.

Results
* SMILES: N=S(=O)(O)O.N=C=N
* HOMO energy: -10.525 eV
* 2S+1: 1
* electronic energy: -829.21966 hartree
* maximum force: 1.3 eV Å⁻¹
* ΔE to the lowest compared entry with this formula, charge and spin: 90.8 kJ/mol
* Kohn-Sham gap: 11.1 eV

***

# C25H32N2O3

A cluster of 2 separate species, C25H32N2O3 in total (ωB97M-V/def2-TZVPD, the OMol25 dataset).

XYZ file:
```
62
Properties=species:S:1:pos:R:3:forces:R:3
C 2.60979 0.29349 -4.48782 -0.2 0.0 -0.3
C 3.10715 0.04004 -3.08573 -0.1 0.1 -0.1
O 2.31791 -1.02726 -2.53366 0.6 0.5 0.0
C 2.68894 -1.39338 -1.26353 -0.2 -0.2 0.5
C 1.88385 -2.53394 -0.85719 -0.3 0.7 -0.2
C 2.30925 -3.49041 0.10970 0.4 0.7 0.7
C 1.59276 -4.82869 0.08582 0.0 -0.3 0.0
O 3.17776 -3.23214 0.96365 -0.7 -0.6 -0.3
O 3.52877 -0.76216 -0.62783 -0.6 -0.5 -0.6
H 3.22272 1.05930 -4.97158 0.0 0.0 0.1
H 2.66159 -0.61079 -5.10456 0.0 0.1 0.2
H 1.57123 0.64379 -4.48067 0.2 -0.1 0.0
H 4.16777 -0.24878 -3.10245 -0.3 0.1 0.2
H 2.99016 0.94379 -2.46696 0.2 -0.3 -0.1
H 1.04470 -2.76796 -1.51024 0.4 -0.1 0.0
H 1.01375 -4.96012 -0.83674 0.2 0.0 0.2
H 2.33137 -5.63598 0.17322 -0.2 0.2 0.0
H 0.90638 -4.91345 0.94017 0.2 0.1 -0.1
C -1.48223 6.36963 -3.31770 0.1 -0.4 0.4
N -0.67208 6.26762 -2.11726 0.5 1.0 -0.6
C -0.85855 7.37501 -1.19648 0.0 -0.4 0.0
C -0.24799 5.02075 -1.64642 0.4 -0.9 0.3
C 1.14289 4.73591 -1.55582 -1.0 0.3 -0.2
C 1.56332 3.49706 -1.11802 -0.3 -0.6 0.6
C 0.63669 2.51299 -0.67659 -0.7 1.5 -0.8
C 1.11835 1.27533 -0.15534 -0.4 -1.7 0.7
C 0.29009 0.23731 0.23062 0.3 1.4 -1.2
C 0.73051 -0.89141 0.92049 1.0 -1.2 0.0
C -0.15485 -1.71623 1.67867 -0.7 -0.3 0.2
C 0.35830 -2.62206 2.64596 0.1 -0.1 -0.4
C -0.46389 -3.49270 3.32762 -0.4 0.2 -0.1
C -1.87723 -3.37640 3.19481 0.4 0.2 -0.1
N -2.69945 -4.14513 3.97306 -0.1 -0.1 0.4
C -4.03516 -3.73359 4.35490 -0.1 0.0 -0.4
C -2.42218 -5.54522 4.21999 0.0 -0.1 0.1
C -2.41311 -2.42681 2.28751 0.2 0.0 0.0
C -1.56620 -1.65810 1.51118 0.3 0.0 0.3
C -0.75182 2.82114 -0.76180 0.6 -0.2 0.0
C -1.18607 4.03477 -1.26337 0.4 0.4 -0.1
H -1.13712 5.64347 -4.06333 -0.1 0.2 0.1
H -2.55041 6.19966 -3.10953 0.0 0.0 -0.2
H -1.35709 7.38272 -3.71033 -0.1 -0.1 -0.1
H -0.12631 7.31991 -0.38243 -0.2 0.1 -0.2
H -0.71912 8.30261 -1.75873 0.0 0.0 0.2
H -1.87412 7.37562 -0.76510 0.1 0.1 0.1
H 1.85359 5.50322 -1.86991 -0.2 -0.3 0.1
H 2.62726 3.25800 -1.07439 -0.2 0.1 0.0
H 2.19777 1.16084 -0.03954 -0.2 0.0 0.1
H -0.76914 0.30185 -0.02208 0.3 0.1 0.3
H 1.80198 -1.07490 1.01782 -0.2 0.4 0.4
H 1.43555 -2.62809 2.83132 -0.3 -0.1 -0.2
H -0.04164 -4.23638 4.01053 -0.1 0.5 -0.2
H -4.07790 -2.66107 4.59208 0.1 -0.3 -0.1
H -4.77596 -3.95208 3.56755 0.0 0.0 0.2
H -4.29720 -4.30707 5.25353 -0.1 0.3 -0.2
H -1.36271 -5.77864 4.08271 -0.3 0.0 0.1
H -2.71961 -5.77125 5.25067 0.2 -0.2 -0.2
H -3.01043 -6.18223 3.53496 0.2 0.1 0.2
H -3.49691 -2.34355 2.16657 0.4 -0.1 0.0
H -1.99207 -0.99397 0.75500 0.1 -0.3 0.3
H -1.48791 2.10235 -0.40550 0.2 0.2 -0.1
H -2.25565 4.26377 -1.34149 0.5 -0.1 0.1
```
Positions in Å, forces in eV/Å.

Results
* HOMO energy: -6.876 eV
* 2S+1: 1
* electronic energy: -1306.94896 hartree
* maximum force: 1.9 eV Å⁻¹
* ΔE to the lowest compared entry with this formula, charge and spin: 496.9 kJ/mol
* Kohn-Sham gap: 5.3 eV

***

# C5H9NO2

The molecule C5H9NO2 (ωB97M-V/def2-TZVPD, the OMol25 dataset).

XYZ file:
```
17
Properties=species:S:1:pos:R:3:forces:R:3
C 0.48912 -2.83583 0.01739 0.1 6.0 -0.3
C 0.42279 -1.40593 -0.28860 -0.9 -2.2 -2.0
C -0.32160 0.06538 -0.23245 2.2 -3.5 0.1
C 0.50862 1.29209 -0.62279 -1.8 -2.5 2.9
C 1.00091 1.96642 0.59435 1.7 2.1 2.8
N -1.58283 0.20538 0.00359 2.7 -1.6 0.1
O -2.14665 1.28571 0.00706 -2.4 0.3 0.3
O -2.12533 -1.09801 0.29608 1.5 0.6 -0.1
H 0.03264 -3.39046 0.79354 -0.6 -0.1 0.8
H 1.38116 -3.24597 -0.41944 -0.2 -0.5 -0.5
H 0.90963 -1.37765 -1.29585 0.5 0.6 1.1
H 1.18986 0.96806 -1.32071 1.7 -0.2 -1.7
H -0.23301 1.93973 -0.91357 -1.4 1.6 -1.9
H 1.79992 1.59824 1.24402 0.1 -1.3 -0.6
H 0.21427 2.13222 1.37334 0.2 0.2 -1.1
H 1.50559 2.93819 0.37393 -1.0 -0.2 -0.2
H -3.04508 -1.03756 0.39009 -2.4 0.8 0.2
```
Positions in Å, forces in eV/Å.

Results
* SMILES: C=C/C(CC)=[N+](/[O-])O
* HOMO energy: -8.609 eV
* 2S+1: 1
* electronic energy: -400.91337 hartree
* maximum force: 6.0 eV Å⁻¹
* ΔE to the lowest compared entry with this formula, charge and spin: 691.5 kJ/mol
* Kohn-Sham gap: 9.0 eV

***

# C10H16

A cluster of 2 separate species, C10H16 in total (ωB97M-V/def2-TZVPD, the OMol25 dataset).

XYZ file:
```
26
Properties=species:S:1:pos:R:3:forces:R:3
C 0.89510 1.98211 -0.25816 -0.8 -0.7 -0.5
C 1.90864 2.06203 -1.38807 0.3 0.1 0.2
C 1.29999 2.63567 1.05425 0.6 -0.7 0.2
H -0.07330 2.35620 -0.58362 -0.1 0.5 -0.2
H 0.65113 0.90521 -0.18950 0.4 0.1 0.6
H 2.86395 1.64424 -1.05168 -0.1 0.0 -0.1
H 0.96886 2.05613 1.92736 -0.3 0.3 -0.2
H 2.11322 3.08390 -1.69146 -0.1 0.2 -0.1
H 1.57586 1.50019 -2.26024 0.0 0.0 -0.1
H 2.39012 2.62053 1.14158 0.0 0.2 0.0
H 0.96991 3.66799 1.12553 -0.1 0.0 0.1
C -1.86976 0.07404 1.76657 0.7 -0.1 0.1
C -1.15424 -0.68312 0.71317 -0.3 -0.2 0.4
C 0.05092 -1.37022 1.05449 0.2 -0.8 0.2
C -1.70589 -0.81420 -0.60037 0.3 1.1 0.2
C 0.70805 -2.11172 0.12609 -0.1 -0.3 -0.8
C -0.96843 -1.40401 -1.56637 0.5 -0.5 -0.2
C 0.21329 -2.11286 -1.20076 -0.4 0.0 0.1
H -2.70224 -0.55144 2.11536 -0.2 0.2 -0.1
H -2.22182 1.03910 1.40014 -0.3 -0.1 0.0
H 0.36218 -1.45968 2.08749 0.0 0.4 0.1
H -2.59631 -0.24112 -0.81091 -0.2 -0.2 -0.1
H 1.53832 -2.76855 0.34790 0.1 0.2 0.2
H -1.22134 -1.40615 -2.61573 -0.4 0.1 0.0
H 0.65029 -2.74570 -1.95838 0.3 0.0 0.0
H -1.21405 0.22837 2.62638 -0.1 0.1 -0.1
```
Positions in Å, forces in eV/Å.

Results
* <S²>: 0.77
* HOMO energy (alpha / beta): -14.237 / -14.272 eV
* total charge: +1
* 2S+1: 2
* electronic energy: -390.30510 hartree
* maximum force: 1.2 eV Å⁻¹
* ΔE to the lowest compared entry with this formula, charge and spin: 12.6 kJ/mol
* Kohn-Sham gap (alpha / beta): 9.9 / 6.2 eV